Record 1
{
  "formula": "C22H18N4O2PtS",
  "method": "ωB97M-V/def2-TZVPD",
  "homo_lumo_gap_ev": [6.2, 6.2],
  "elements": ["Pt", "C", "O", "C", "C", "C", "C", "C", "C", "N", "N", "C", "C", "O", "C", "C", "C", "C", "C", "C", "C", "C", "H", "H", "H", "H", "H", "H", "H", "H", "H", "H", "H", "H", "H", "C", "C", "C", "C", "N", "C", "S", "N", "H", "H", "H", "H", "H"],
  "coordinates": [[0.99276, 0.30730, 0.36420], [3.30448, -0.52938, -2.39763], [2.01398, -0.18208, -1.93920], [1.18408, 0.47953, -2.81423], [1.48906, 0.85062, -4.11086], [0.49956, 1.35863, -4.94600], [-0.80605, 1.49320, -4.49869], [-1.11121, 1.19875, -3.19150], [-0.11527, 0.73264, -2.32083], [-0.40194, 0.54749, -0.99776], [-1.65220, 0.30606, -0.73579], [-2.28305, 0.42635, 0.41021], [-1.65786, 0.77692, 1.65814], [-0.38191, 0.93601, 1.79153], [-2.48676, 0.91359, 2.79524], [-3.83312, 0.68918, 2.73797], [-4.46134, 0.24702, 1.54541], [-5.82772, -0.06941, 1.47504], [-6.39588, -0.49967, 0.30109], [-5.61400, -0.65223, -0.84503], [-4.27636, -0.34728, -0.80672], [-3.68228, 0.10838, 0.37684], [3.23768, -1.08903, -3.33512], [3.75091, -1.15792, -1.62911], [3.92999, 0.35424, -2.54516], [2.48538, 0.73248, -4.50384], [0.75557, 1.64234, -5.95489], [-1.58022, 1.84140, -5.16410], [-2.10509, 1.33570, -2.79489], [-2.00402, 1.23048, 3.70921], [-4.42991, 0.82206, 3.62772], [-6.42481, 0.01865, 2.36951], [-7.45021, -0.72712, 0.26088], [-6.05916, -1.01573, -1.75790], [-3.65190, -0.45627, -1.67991], [6.08949, -1.55357, 3.26238], [4.75007, -1.02116, 2.88192], [3.57285, -1.49290, 3.47602], [2.37886, -1.11094, 2.89438], [2.35776, -0.28079, 1.86187], [3.53658, 0.25552, 1.45205], [3.34670, 1.45488, 0.25454], [4.71992, -0.12714, 1.90556], [6.09732, -1.93404, 4.27970], [6.84094, -0.78067, 3.13203], [6.33471, -2.37621, 2.58889], [3.59562, -2.16064, 4.32045], [1.42800, -1.49524, 3.23638]],
  "forces_ev_per_a": [[-0.095, 0.551, 2.175], [0.408, -0.101, -0.213], [-0.588, 0.283, -0.863], [-0.458, -0.276, 0.770], [0.127, -0.068, -0.211], [-0.073, -0.034, 0.160], [0.153, 0.017, -0.354], [0.518, -0.114, 0.466], [0.038, 0.261, -2.200], [-1.408, -0.961, 2.275], [1.548, 0.988, -1.944], [0.830, -0.166, 1.580], [0.883, -0.433, -0.907], [-0.796, -0.705, -0.147], [-0.842, 0.347, 0.598], [0.973, 0.093, 0.180], [-0.125, -0.184, -0.775], [-0.033, 0.008, -0.009], [-0.178, -0.023, 0.215], [0.191, 0.097, 0.050], [-0.179, -0.062, -0.106], [-0.406, 0.004, 0.129], [-0.036, -0.040, 0.054], [-0.050, 0.116, -0.021], [-0.067, -0.024, 0.079], [0.134, -0.078, 0.041], [0.054, -0.003, -0.099], [-0.042, 0.098, -0.079], [-0.021, 0.084, -0.011], [-0.027, -0.028, 0.071], [-0.101, -0.015, 0.116], [-0.131, 0.061, 0.117], [-0.096, -0.051, 0.050], [-0.062, -0.008, -0.117], [-0.044, -0.059, -0.058], [0.032, 0.031, 0.051], [-0.313, -0.084, 0.067], [-0.068, 0.142, -0.157], [-0.043, -0.301, 0.122], [-0.074, 0.468, -0.657], [-0.018, 0.485, -0.436], [0.026, 0.012, -0.383], [0.425, -0.192, 0.213], [0.045, -0.020, 0.091], [0.070, 0.014, 0.040], [0.045, -0.034, -0.008], [-0.037, -0.096, 0.050], [-0.090, 0.001, -0.004]],
  "mulliken_charge": [0.624, -1.138, -0.239, 0.600, -0.540, -0.640, -0.821, -0.223, 0.561, -0.372, -0.171, 0.088, 1.098, -1.018, -0.620, -0.858, 0.659, -0.835, -0.545, -0.714, -0.522, 0.662, 0.466, 0.216, 0.410, 0.449, 0.384, 0.390, 0.459, 0.427, 0.384, 0.397, 0.388, 0.410, 0.446, -1.153, 0.880, -0.917, 0.115, -0.351, 0.400, -0.476, -0.554, 0.357, 0.349, 0.254, 0.353, 0.480]
}



Record 2
{
  "formula": "C22H18N5RhSSe2Te2",
  "method": "ωB97M-V/def2-TZVPD",
  "relative_energy_kj_mol": 0.00,
  "homo_lumo_gap_ev": 5.0,
  "elements": ["Rh", "C", "C", "C", "C", "C", "C", "N", "C", "C", "C", "C", "C", "C", "N", "N", "C", "C", "C", "C", "C", "N", "H", "H", "H", "H", "H", "H", "H", "H", "H", "H", "H", "H", "H", "Se", "Te", "Te", "Se", "S", "C", "N", "C", "C", "C", "C", "H", "H", "H", "H", "H"],
  "coordinates": [[-0.80485, 0.27727, 1.15369], [-3.34697, -1.79735, -3.51502], [-3.01771, -2.54509, -2.39392], [-2.05832, -2.08890, -1.50010], [-1.41919, -0.87164, -1.70943], [-1.76232, -0.11760, -2.83053], [-2.71123, -0.57998, -3.72811], [-0.45711, -0.40299, -0.77636], [0.64578, 0.19842, -1.25820], [1.26878, -0.13061, -2.50976], [2.39304, 0.51988, -2.91496], [2.99293, 1.55303, -2.13949], [2.44052, 1.89772, -0.94501], [1.28842, 1.22054, -0.49494], [0.64567, 1.50600, 0.68857], [1.02212, 2.41257, 1.47714], [0.17408, 2.47609, 2.62619], [0.40496, 3.45143, 3.57331], [-0.44082, 3.52644, 4.67171], [-1.48604, 2.62689, 4.78796], [-1.64854, 1.66399, 3.80155], [-0.83372, 1.59119, 2.75776], [-4.09596, -2.15369, -4.21027], [-3.50519, -3.49474, -2.21157], [-1.80902, -2.67053, -0.62229], [-1.29486, 0.84806, -2.98037], [-2.96865, 0.02457, -4.58935], [0.83615, -0.91332, -3.11726], [2.84748, 0.24078, -3.85907], [3.87618, 2.06323, -2.50056], [2.86106, 2.68403, -0.33163], [1.23334, 4.12966, 3.42392], [-0.28662, 4.28687, 5.42615], [-2.16803, 2.65846, 5.62542], [-2.43663, 0.92273, 3.83616], [-2.43316, 2.03720, 0.18872], [-4.40979, 0.72966, -0.46096], [-4.69648, -0.89710, 1.66163], [-2.28917, -1.48669, 2.08453], [1.01367, -0.83817, 2.79926], [1.77259, -1.53060, 1.42481], [1.11570, -2.47510, 0.70783], [1.59011, -3.07565, -0.40304], [2.83136, -2.77042, -0.86805], [3.57696, -1.80973, -0.16278], [3.06717, -1.21117, 0.95869], [0.16220, -2.66698, 1.01166], [0.92847, -3.78433, -0.87985], [3.21154, -3.24182, -1.76177], [4.56309, -1.53472, -0.51635], [3.61697, -0.45778, 1.50433]],
  "forces_ev_per_a": [[-0.606, 1.238, 0.176], [0.043, 0.037, 0.033], [0.042, -0.011, 0.010], [0.010, -0.114, -0.027], [0.231, -0.279, 0.200], [0.001, 0.104, -0.064], [0.004, -0.024, 0.030], [0.079, -0.034, 0.095], [0.182, 0.121, -0.161], [-0.215, 0.091, 0.236], [0.203, 0.201, 0.067], [0.034, -0.156, -0.236], [-0.070, -0.049, 0.150], [-0.047, -0.098, -0.004], [0.037, 0.069, -0.293], [-0.459, 0.128, 0.730], [0.382, -0.039, -0.583], [0.037, 0.196, 0.143], [0.110, 0.035, -0.100], [-0.006, -0.081, -0.091], [-0.057, 0.007, 0.184], [0.244, -0.231, -0.050], [0.004, 0.007, 0.006], [-0.014, 0.020, 0.014], [-0.073, 0.033, 0.047], [-0.023, -0.006, 0.002], [0.003, -0.007, 0.016], [-0.036, 0.015, -0.007], [0.003, 0.013, 0.027], [-0.023, -0.041, -0.023], [-0.030, -0.044, 0.032], [-0.036, 0.005, 0.047], [0.016, -0.007, -0.017], [-0.008, -0.006, -0.029], [-0.004, -0.028, -0.035], [0.861, -0.610, 0.664], [-0.304, -0.455, -0.455], [-0.236, 0.299, 0.186], [0.194, -0.218, -0.059], [-0.498, 0.021, -1.084], [0.276, -0.189, 0.025], [-0.057, -0.038, 0.054], [-0.078, -0.022, 0.024], [0.087, 0.079, 0.011], [0.036, -0.062, -0.037], [-0.118, 0.091, 0.129], [-0.065, 0.008, -0.016], [-0.034, 0.033, 0.015], [-0.015, 0.002, 0.028], [-0.028, 0.014, 0.019], [0.022, -0.020, -0.032]],
  "mulliken_charge": [0.157, -0.504, -0.742, -0.351, -0.955, 0.503, -0.810, 0.787, 0.534, -0.217, -0.680, -0.728, -0.639, -0.177, 1.685, -1.518, 0.141, -0.505, -0.324, -0.763, -0.348, 0.329, 0.393, 0.415, 0.324, 0.494, 0.353, 0.544, 0.413, 0.422, 0.492, 0.498, 0.395, 0.431, 0.346, -0.151, -0.086, -0.131, -0.413, -0.231, 0.678, 0.032, -0.232, -0.738, -0.139, -0.736, 0.070, 0.422, 0.423, 0.422, 0.416]
}



Record 3
{
  "formula": "C22H18N6S2TeV",
  "method": "ωB97M-V/def2-TZVPD",
  "relative_energy_kj_mol": 0.00,
  "homo_lumo_gap_ev": [3.5, 4.1],
  "total_charge": -2,
  "spin_multiplicity": 4,
  "elements": ["V", "C", "N", "C", "C", "C", "C", "C", "C", "N", "C", "C", "C", "C", "C", "C", "N", "C", "C", "C", "C", "C", "N", "H", "H", "H", "H", "H", "H", "H", "H", "H", "H", "H", "H", "H", "H", "H", "H", "H", "H", "S", "C", "C", "N", "C", "S", "C", "N", "Te"],
  "coordinates": [[-0.37293, 0.07045, -1.18674], [-1.03585, -1.06319, 1.96426], [-0.36858, -0.02657, 1.19079], [1.09885, -0.24915, 1.11513], [1.37348, -1.47717, 0.25657], [2.29079, -2.45173, 0.61170], [2.46407, -3.55906, -0.19860], [1.69664, -3.65794, -1.34890], [0.79371, -2.65996, -1.65911], [0.62580, -1.57238, -0.87637], [-0.75532, 1.34172, 1.61926], [-0.50833, 2.37091, 0.54335], [-0.01022, 3.62293, 0.83268], [0.19984, 4.52877, -0.19697], [-0.15611, 4.15586, -1.48020], [-0.68507, 2.89530, -1.69999], [-0.81898, 1.97367, -0.71489], [-2.50653, -1.09086, 1.61131], [-3.53670, -1.33494, 2.52455], [-4.83446, -1.30625, 2.06248], [-5.05957, -1.03219, 0.74192], [-3.95501, -0.80274, -0.09703], [-2.72505, -0.84319, 0.34943], [-0.87821, -0.93031, 3.03779], [-0.60024, -2.01950, 1.68335], [1.55468, -0.37441, 2.10059], [1.55685, 0.65091, 0.66642], [2.86338, -2.32825, 1.52034], [3.18730, -4.32420, 0.05930], [1.80243, -4.49989, -2.01946], [0.18838, -2.66620, -2.55564], [-0.24658, 1.63004, 2.54168], [-1.82067, 1.31978, 1.81896], [0.25023, 3.86808, 1.85489], [0.66556, 5.48885, -0.00062], [-0.01805, 4.82427, -2.32044], [-1.01133, 2.57045, -2.67631], [-3.31105, -1.53559, 3.56651], [-5.66243, -1.47490, 2.74255], [-6.06605, -0.98786, 0.34346], [-4.03848, -0.57746, -1.16715], [2.92654, 2.20184, 0.01264], [3.60384, 1.04458, -1.09071], [5.03738, 0.74140, -0.86701], [6.15421, 0.54425, -0.66289], [2.98258, 0.41311, -2.12201], [1.31636, 0.60580, -2.75312], [3.81171, -0.48374, -2.94291], [4.45331, -1.18074, -3.60319], [-1.91607, -0.35260, -3.13161]],
  "forces_ev_per_a": [[-1.598, 0.145, 0.395], [-0.227, 0.218, -0.190], [0.762, 0.483, 0.071], [-0.476, -0.499, -0.260], [-0.385, 0.124, 0.058], [-0.016, 0.133, 0.172], [0.030, -0.010, -0.049], [-0.048, -0.072, -0.111], [0.111, 0.353, 0.145], [1.408, -1.932, 0.803], [0.491, -0.515, -0.337], [-0.157, -0.209, -0.161], [-0.141, 0.039, 0.173], [0.049, 0.090, 0.011], [-0.205, -0.050, -0.011], [-0.039, 0.023, 0.288], [0.340, 1.809, 0.357], [0.185, -0.209, 1.309], [0.857, -0.033, 0.118], [-0.269, -0.086, 0.547], [0.156, 0.227, -1.075], [-1.269, -0.043, -0.357], [0.332, 0.298, -0.838], [0.008, 0.036, 0.273], [0.088, -0.143, -0.041], [0.058, -0.038, 0.227], [0.058, -0.082, -0.026], [0.044, 0.032, 0.044], [-0.022, 0.039, -0.025], [-0.004, 0.002, -0.021], [-0.078, 0.038, -0.033], [0.125, 0.050, 0.187], [-0.303, -0.072, 0.071], [0.053, -0.028, -0.007], [-0.066, -0.065, -0.007], [0.005, -0.035, 0.009], [0.056, -0.160, -0.108], [0.016, 0.029, -0.037], [0.006, -0.034, 0.006], [0.051, 0.022, -0.048], [-0.013, -0.075, 0.153], [0.353, 0.229, -0.260], [0.993, 0.034, 0.612], [-1.141, 0.210, -0.168], [0.133, -0.031, 0.056], [0.013, -0.545, -1.042], [1.441, 0.118, -0.167], [-0.518, 0.524, 0.503], [-0.067, 0.002, 0.037], [-1.177, -0.341, -1.247]],
  "mulliken_charge": [-0.057, -1.035, 0.682, 0.487, 0.712, -0.917, -0.403, -0.803, -0.432, 0.721, -1.040, 0.697, -0.822, -0.305, -0.666, -0.157, 0.223, 0.642, -1.046, -0.259, -0.823, 0.000, 0.230, 0.190, 0.450, 0.393, -1.186, 0.431, 0.392, 0.369, 0.307, 0.257, 0.444, 0.342, 0.339, 0.372, 0.346, 0.391, 0.373, 0.375, 0.111, -0.458, 0.455, -0.015, -0.643, 0.417, -0.360, -0.070, -0.696, -0.957]
}



Record 4
{
  "formula": "C22H18NO3",
  "method": "ωB97M-V/def2-TZVPD",
  "homo_lumo_gap_ev": 5.0,
  "total_charge": -1,
  "elements": ["C", "C", "N", "O", "O", "C", "C", "C", "C", "C", "C", "H", "H", "H", "H", "H", "H", "H", "C", "C", "C", "C", "C", "C", "C", "C", "C", "C", "C", "C", "O", "C", "C", "H", "H", "H", "H", "H", "H", "H", "H", "H", "H", "H"],
  "coordinates": [[-0.28382, 2.57123, 2.19658], [-1.40944, 1.82965, 2.44218], [-1.46662, 1.03982, 3.59110], [-2.50952, 0.40900, 3.92084], [-0.41267, 0.99975, 4.28083], [0.11814, 3.01630, 0.87570], [1.48037, 3.29285, 0.59629], [1.87896, 3.68004, -0.67598], [0.92921, 3.83525, -1.69736], [-0.42134, 3.58885, -1.42955], [-0.83116, 3.16710, -0.16316], [0.48977, 2.60392, 2.96174], [-2.26170, 1.78203, 1.76141], [2.20151, 3.17817, 1.41020], [2.93351, 3.86746, -0.87969], [1.23739, 4.14978, -2.69465], [-1.17569, 3.72013, -2.20528], [-1.88010, 2.96259, 0.05664], [2.15349, 7.42632, 2.35510], [2.20963, 6.40023, 3.30773], [1.08275, 5.63726, 3.58426], [-0.13369, 5.84190, 2.87270], [-1.27764, 5.02177, 3.09905], [-1.55019, 4.39098, 4.36060], [-2.97961, 3.92322, 4.61683], [-3.17633, 2.88298, 5.53682], [-4.44522, 2.33275, 5.72387], [-5.55067, 2.86215, 5.04548], [-5.37569, 3.95309, 4.18161], [-4.09622, 4.48576, 3.98011], [-0.69932, 4.17959, 5.24869], [-0.16596, 6.88536, 1.90067], [0.95694, 7.66387, 1.65666], [3.03799, 8.03335, 2.16114], [3.12878, 6.18207, 3.85144], [1.08955, 4.86817, 4.35353], [-2.09756, 5.11235, 2.38337], [-2.32672, 2.50728, 6.10959], [-4.54743, 1.47958, 6.39390], [-6.53979, 2.42660, 5.19485], [-6.22700, 4.38888, 3.65684], [-3.94034, 5.34084, 3.32363], [-1.10745, 7.05399, 1.36782], [0.91039, 8.46221, 0.91367]],
  "forces_ev_per_a": [[-0.683, -1.103, 0.521], [0.566, 0.582, -1.415], [0.449, -0.956, 2.650], [1.728, 1.104, -1.161], [-1.827, -0.419, -0.680], [-0.158, 0.863, -1.200], [-0.771, -0.220, 0.452], [-0.262, 0.033, -0.356], [0.034, -0.100, 0.420], [-0.111, -0.156, 0.290], [0.756, 0.115, 0.162], [-0.311, 0.006, -0.007], [0.301, -0.242, 0.505], [-0.181, 0.126, -0.314], [-0.273, -0.007, 0.061], [-0.053, -0.059, 0.264], [0.241, -0.016, 0.097], [0.282, 0.175, -0.215], [0.059, -0.011, -0.054], [-0.430, 0.207, -0.203], [-0.089, 0.107, -0.218], [0.651, 0.241, -0.211], [-0.854, -0.282, 0.881], [0.318, 0.578, -0.759], [0.002, -0.151, 0.140], [-0.315, 0.114, -0.053], [0.059, 0.371, -0.137], [0.293, 0.091, -0.076], [0.293, -0.109, 0.219], [-0.003, -0.418, 0.051], [-0.411, -0.082, 0.101], [0.185, -0.442, 0.298], [0.206, -0.192, 0.188], [-0.206, -0.097, -0.024], [-0.103, 0.183, -0.128], [0.073, 0.188, -0.248], [0.175, 0.042, 0.203], [-0.116, 0.078, -0.398], [-0.121, 0.208, -0.137], [0.223, 0.126, -0.074], [0.155, -0.113, 0.180], [-0.151, -0.226, 0.112], [0.349, 0.023, 0.097], [0.033, -0.159, 0.176]],
  "mulliken_charge": [0.074, -0.980, 1.154, -0.658, -0.625, 0.867, -0.243, -0.577, -0.380, -0.705, -0.317, 0.284, 0.291, 0.326, 0.351, 0.363, 0.352, 0.248, -0.447, -0.691, -0.305, 0.812, -1.330, 1.109, 0.467, -0.644, -0.338, -0.380, -0.635, -0.409, -0.834, -0.553, -0.465, 0.344, 0.348, 0.427, 0.282, 0.322, 0.357, 0.347, 0.359, 0.388, 0.305, 0.340]
}